50
Properties=species:S:1:pos:R:3:forces:R:3 method="wB97M-V/def2-TZVPD" homo_energy_ev=-6.6 total_charge=0 multiplicity=1
Rh -1.127 -0.983 0.578 0.1 -0.4 -1.1
N 3.709 6.064 0.384 0.1 -0.1 0.1
C 3.340 4.736 0.297 0.0 0.1 0.0
C 3.717 3.965 -0.804 0.0 0.0 0.0
C 3.371 2.628 -0.874 0.0 0.0 0.0
C 2.664 2.044 0.165 -0.2 0.2 -0.1
C 2.277 2.801 1.266 0.1 0.0 0.0
C 2.614 4.137 1.333 0.0 0.0 0.0
S 2.148 0.378 0.047 0.2 -0.2 0.2
O 2.511 -0.298 1.266 0.0 0.0 -0.1
O 2.632 -0.153 -1.203 0.0 -0.1 0.0
N 0.522 0.412 0.068 -0.1 0.5 0.0
C -0.186 0.849 -0.995 0.0 0.1 0.4
N -1.473 0.401 -0.883 0.4 -0.4 -0.1
C -2.308 0.593 -1.894 -0.4 0.0 0.2
C -1.906 1.292 -3.012 0.2 0.1 0.0
C -0.602 1.788 -3.001 -0.1 0.0 0.0
N 0.261 1.583 -2.016 0.0 -0.1 -0.1
H 4.020 6.526 -0.451 0.0 0.0 0.0
H 3.243 6.644 1.056 0.0 0.0 0.0
H 4.275 4.423 -1.613 0.0 0.0 0.0
H 3.640 2.028 -1.732 0.0 0.0 0.0
H 1.715 2.338 2.068 0.0 0.0 0.0
H 2.314 4.730 2.189 0.0 0.0 0.0
H -3.310 0.198 -1.770 0.1 -0.1 0.0
H -2.577 1.461 -3.840 0.0 0.0 0.0
H -0.235 2.379 -3.833 0.0 0.0 0.0
C -4.656 -3.655 1.773 0.0 0.1 -0.1
C -3.751 -2.462 1.597 0.0 -0.1 -0.3
S -2.879 -2.307 0.064 -0.2 -0.5 0.3
C -3.571 -1.510 2.504 0.1 0.4 0.3
C -4.236 -1.483 3.853 0.0 0.0 0.0
S -2.487 -0.143 2.168 -0.1 0.4 0.4
H -4.637 -4.289 0.887 0.0 0.0 0.0
H -5.691 -3.352 1.946 0.0 0.0 0.0
H -4.344 -4.267 2.623 0.0 0.0 0.0
H -5.233 -1.923 3.816 0.0 0.0 0.0
H -4.328 -0.459 4.219 0.0 0.0 0.0
H -3.650 -2.036 4.593 0.0 0.0 0.0
I 0.321 -2.708 2.087 -0.2 -0.1 0.2
C 0.933 -2.976 0.113 0.0 -0.2 0.0
C 1.984 -3.776 -0.283 0.0 0.0 -0.1
C 2.206 -3.874 -1.648 0.0 0.0 0.0
C 1.385 -3.188 -2.531 0.0 0.0 0.0
C 0.370 -2.401 -2.024 0.0 0.1 0.1
N 0.151 -2.301 -0.712 0.2 0.2 0.0
H 2.600 -4.291 0.439 0.0 0.0 0.0
H 3.018 -4.486 -2.019 0.0 0.0 0.0
H 1.533 -3.254 -3.599 0.0 0.0 0.0
H -0.285 -1.824 -2.665 0.0 0.0 0.0

53
Properties=species:S:1:pos:R:3:forces:R:3 method="wB97M-V/def2-TZVPD" homo_energy_ev=-11.2 total_charge=+1 multiplicity=1 de_lowest_ev=0.310
Sn -0.148 -0.220 -0.314 -0.3 0.1 -0.2
N 3.320 3.097 0.967 -0.1 0.0 -0.1
C 2.124 2.635 0.145 0.0 -0.1 0.0
C 1.749 3.716 -0.868 0.1 0.0 -0.1
P 0.791 2.336 1.432 -0.1 0.0 0.2
O -0.423 3.260 1.030 0.0 0.0 -0.1
O 1.437 2.749 2.692 0.0 0.0 0.0
O 0.333 0.864 1.311 0.0 0.4 0.2
P 2.638 1.121 -0.754 0.2 0.0 -0.1
O 3.001 0.112 0.444 -0.1 0.1 -0.1
O 3.788 1.387 -1.619 -0.1 0.0 0.0
O 1.308 0.607 -1.380 0.2 0.1 -0.1
H 2.958 3.108 1.954 0.0 0.0 0.1
H 3.623 4.029 0.688 0.0 0.0 0.0
H 4.115 2.462 0.884 0.0 0.0 0.0
H 1.454 4.638 -0.368 0.0 0.0 0.0
H 0.910 3.380 -1.474 0.0 0.0 0.0
H 2.587 3.904 -1.543 0.0 0.0 0.0
H -1.104 2.833 0.481 0.0 0.0 0.1
H 3.805 -0.386 0.238 0.0 0.0 0.0
C 0.061 -5.319 -2.449 0.0 0.0 0.0
C 0.413 -4.014 -2.856 0.0 0.0 0.0
C 0.344 -2.975 -1.974 -0.1 0.1 0.1
C -0.092 -3.186 -0.646 0.0 -0.2 0.4
C -0.205 -2.159 0.335 0.0 -0.1 0.1
C -0.543 -2.395 1.643 0.0 -0.4 -0.2
C -0.815 -3.724 2.042 0.0 0.2 0.1
C -0.772 -4.731 1.125 0.0 -0.1 0.0
C -0.411 -4.499 -0.226 0.0 0.0 -0.1
C -0.333 -5.556 -1.165 0.0 0.0 0.1
H 0.116 -6.132 -3.160 0.0 0.0 0.0
H 0.741 -3.837 -3.871 0.0 0.0 0.0
H 0.634 -1.981 -2.303 0.0 0.0 0.0
H -0.609 -1.592 2.366 0.0 0.0 0.0
H -1.073 -3.926 3.073 0.0 0.0 0.0
H -1.011 -5.745 1.424 0.0 0.0 0.0
H -0.586 -6.558 -0.842 0.0 0.0 0.0
O -3.007 -2.356 -2.571 0.0 0.0 0.0
S -2.442 -1.195 -3.173 0.0 -0.1 0.0
O -1.645 -1.300 -4.348 0.0 0.1 0.0
N -1.586 -0.347 -1.976 0.1 -0.1 -0.1
C -2.207 0.738 -1.587 -0.2 0.0 -0.2
O -1.685 1.344 -0.587 0.2 -0.1 0.2
C -3.414 1.076 -2.345 0.1 0.0 0.0
C -4.234 2.183 -2.233 -0.1 0.0 0.0
C -5.296 2.291 -3.123 0.0 0.0 0.0
C -5.517 1.318 -4.091 0.0 0.0 0.0
C -4.695 0.198 -4.198 0.0 -0.1 0.0
C -3.652 0.100 -3.306 0.0 0.1 0.0
H -4.051 2.936 -1.478 0.0 0.0 0.0
H -5.958 3.145 -3.065 0.0 0.0 0.0
H -6.345 1.431 -4.778 0.0 0.0 0.0
H -4.871 -0.561 -4.948 0.0 0.0 0.0

41
Properties=species:S:1:pos:R:3:forces:R:3 method="wB97M-V/def2-TZVPD" homo_energy_ev=-8.6 total_charge=0 multiplicity=1 smiles=N#Cc1ccc2c(c1)[C@@H](C1(c3ccccn3)CCC1)NCC2 de_lowest_ev=1.697
N -2.342 -3.399 3.122 0.3 2.3 -0.7
C -2.162 -2.285 2.812 -0.4 -3.3 1.2
C -1.910 -0.955 2.425 0.3 1.5 -1.1
C -2.642 0.108 2.952 -0.4 0.1 0.1
C -2.502 1.394 2.429 0.8 -1.3 0.1
C -1.570 1.649 1.413 -1.1 0.5 1.2
C -0.839 0.603 0.866 0.5 -1.9 0.4
C -1.014 -0.717 1.378 -0.2 0.9 -0.3
C 0.075 0.933 -0.304 -1.1 0.3 -0.1
C 0.548 -0.286 -1.158 0.8 0.3 0.3
C 1.662 -1.039 -0.466 0.6 -0.4 1.2
C 2.878 -0.420 -0.171 0.0 1.2 -0.7
C 3.924 -1.131 0.395 -0.3 1.8 -0.5
C 3.738 -2.444 0.669 0.6 -1.1 0.4
C 2.490 -3.009 0.439 0.3 0.1 -0.3
N 1.496 -2.317 -0.110 -0.6 -0.2 -0.2
C -0.558 -1.115 -1.798 -1.4 -0.7 -0.6
C -0.264 -0.515 -3.183 -0.8 -0.6 -0.8
C 1.003 0.062 -2.604 1.4 0.7 -0.7
N -0.712 1.858 -1.145 0.4 0.0 -0.9
C -1.432 3.007 -0.602 1.3 0.5 0.2
C -1.383 3.073 0.939 0.2 -1.6 -1.1
H -3.342 -0.140 3.748 0.0 0.4 -0.1
H -3.074 2.197 2.833 -0.3 0.5 0.2
H -0.530 -1.595 0.956 0.2 0.4 -0.1
H 0.948 1.461 0.099 0.1 0.0 -0.3
H 3.057 0.633 -0.466 -0.3 -0.7 0.3
H 4.848 -0.585 0.593 -0.1 -0.4 0.0
H 4.621 -2.971 1.010 -0.4 -0.5 0.3
H 2.305 -4.062 0.666 -0.1 0.3 0.0
H -1.578 -0.871 -1.471 0.2 -0.5 0.3
H -0.383 -2.205 -1.843 -0.1 0.6 0.6
H -0.215 -1.247 -4.023 0.2 0.6 0.6
H -0.980 0.265 -3.475 0.2 -0.2 0.0
H 1.136 1.113 -2.838 0.2 0.2 0.2
H 1.932 -0.472 -2.906 -0.6 0.2 0.3
H -1.302 1.353 -1.784 0.0 -0.2 0.1
H -2.446 3.020 -0.977 -0.4 -0.2 0.1
H -0.966 3.907 -1.009 0.0 0.2 0.1
H -0.402 3.361 1.294 0.3 0.4 -0.2
H -2.113 3.782 1.293 -0.3 0.0 0.4

44
Properties=species:S:1:pos:R:3:forces:R:3 method="wB97M-V/def2-TZVPD" homo_energy_ev=-8.0 total_charge=0 multiplicity=1 smiles="CCC[C@H]1C(=O)NN=C(c2ccc3nc(-c4ccsc4)oc3c2)[C@@H]1C" de_lowest_ev=3.082
C -1.557 -2.694 -2.695 -0.5 0.7 0.5
C -0.798 -1.398 -2.986 0.6 -0.8 0.3
C -1.544 -0.166 -2.541 -0.1 -0.4 0.7
C -0.860 1.108 -3.001 1.0 0.9 1.3
C -1.765 2.278 -2.708 -1.6 -0.2 -0.9
O -2.683 2.481 -3.495 0.4 0.7 0.7
N -1.655 2.973 -1.510 0.6 -1.1 -1.6
N -0.768 2.619 -0.533 1.8 -0.9 0.7
C 0.261 1.808 -0.778 -3.2 1.7 -0.5
C 1.078 1.404 0.400 0.2 -0.3 1.5
C 2.256 0.581 0.305 -1.3 1.4 0.4
C 2.905 0.142 1.443 -0.3 -0.4 -0.6
C 2.372 0.409 2.679 0.2 -0.4 0.5
N 2.805 -0.003 3.921 -0.8 1.1 2.1
C 1.990 0.612 4.775 1.0 -1.3 -1.0
C 2.035 0.447 6.252 -0.6 -0.5 0.1
C 2.892 -0.521 6.927 0.1 0.1 0.1
C 2.678 -0.579 8.282 -1.0 1.1 -1.3
S 1.376 0.521 8.790 0.9 -0.5 -1.9
C 1.143 1.033 7.118 0.9 -0.2 0.7
O 0.992 1.355 4.170 0.7 -0.3 0.0
C 1.261 1.202 2.818 0.1 0.5 -0.4
C 0.634 1.758 1.731 -0.6 0.1 -0.6
C 0.459 1.321 -2.217 0.6 0.7 0.0
C 1.389 2.308 -2.944 0.2 -0.1 -0.3
H -1.659 -2.866 -1.595 0.0 0.2 -0.9
H -2.555 -2.641 -3.154 0.2 -0.2 0.2
H -1.021 -3.522 -3.112 0.2 -0.6 -0.2
H -0.554 -1.293 -4.046 -0.2 -0.2 -0.1
H 0.175 -1.529 -2.506 0.1 0.4 0.2
H -2.529 -0.248 -2.977 -0.5 0.3 -0.2
H -1.694 -0.176 -1.431 0.2 0.1 -0.7
H -0.679 1.102 -4.102 -0.1 0.0 0.9
H -2.417 3.637 -1.339 0.7 -0.4 0.5
H 2.700 0.365 -0.644 0.0 -0.2 -0.5
H 3.763 -0.483 1.360 0.6 -0.3 0.0
H 3.634 -1.131 6.376 -0.6 0.5 0.5
H 3.168 -1.201 8.993 0.2 -0.3 0.4
H 0.444 1.811 6.873 -0.2 0.0 0.0
H -0.211 2.406 1.989 0.2 -0.2 -0.9
H 0.980 0.400 -2.180 0.5 -1.1 0.1
H 0.895 3.273 -3.039 0.1 0.2 0.1
H 2.353 2.424 -2.416 -0.5 0.1 -0.2
H 1.596 1.956 -3.971 0.0 0.1 0.5

48
Properties=species:S:1:pos:R:3:forces:R:3 method="wB97M-V/def2-TZVPD" homo_energy_ev="-6.0 / -7.4" total_charge=0 multiplicity=3 de_lowest_ev=0.845
Ti -0.414 -0.157 0.056 -1.3 0.4 -0.7
C -3.135 -1.469 3.059 -0.1 0.0 0.1
C -2.011 -0.901 2.260 0.1 0.2 -0.4
N -2.061 -0.758 0.893 -0.7 -0.4 1.4
O -3.326 -1.062 0.324 0.2 -0.2 -0.2
C -0.806 -0.509 2.846 0.1 0.1 -0.1
C -0.541 -0.429 4.312 0.0 -0.1 0.1
N 0.118 -0.105 1.927 -0.3 -0.2 1.3
O 1.233 0.437 2.215 0.1 0.0 0.3
H -4.082 -1.375 2.539 0.0 0.0 0.0
H -3.203 -0.957 4.020 0.0 0.0 0.0
H -2.972 -2.532 3.271 0.0 0.0 0.0
H -3.126 -1.750 -0.332 -0.1 0.2 0.1
H -0.879 -1.327 4.835 0.0 0.0 0.0
H -1.036 0.433 4.771 0.0 0.0 0.0
H 0.530 -0.313 4.472 0.0 0.0 0.0
O 2.413 0.626 -1.903 0.1 -0.2 0.0
C 1.462 -0.040 -1.555 -0.8 0.5 -0.5
O 0.175 0.277 -1.703 1.6 0.1 -0.9
C 1.616 -1.380 -0.886 0.1 -1.0 0.1
C 2.831 -2.114 -0.971 0.0 1.1 -0.2
C 2.862 -3.392 -0.565 -0.1 -0.8 0.3
C 1.686 -4.004 -0.027 0.5 -0.1 -0.1
C 1.657 -5.354 0.386 0.2 0.0 0.0
C 0.522 -5.897 0.913 -0.3 0.1 0.0
C -0.634 -5.096 1.050 0.1 -0.3 0.1
C -0.628 -3.788 0.656 -0.1 0.1 0.0
C 0.532 -3.226 0.097 0.0 0.6 0.0
N 0.518 -1.911 -0.336 0.8 -0.9 -0.6
H 3.689 -1.614 -1.400 0.0 0.0 0.0
H 3.771 -3.978 -0.655 -0.1 0.0 0.0
H 2.556 -5.952 0.280 0.0 0.1 0.0
H 0.506 -6.933 1.227 0.0 0.0 0.0
H -1.536 -5.518 1.475 0.0 0.0 0.0
H -1.505 -3.167 0.771 0.0 0.0 0.0
N -1.630 6.015 0.070 0.0 -0.1 0.0
C -1.388 4.675 0.142 -0.1 0.4 0.0
C -0.085 4.179 0.205 0.2 0.2 0.0
C 0.119 2.827 0.247 -0.1 -0.3 0.1
N -0.880 1.925 0.245 -0.2 1.0 -0.1
C -2.132 2.408 0.193 0.1 -0.2 0.1
C -2.432 3.746 0.140 -0.1 0.0 0.0
H -0.878 6.674 0.148 0.0 0.0 0.0
H -2.566 6.371 0.116 0.0 0.0 0.0
H 0.768 4.847 0.212 0.0 0.0 0.0
H 1.121 2.429 0.304 0.1 -0.1 0.0
H -2.925 1.673 0.197 0.0 -0.1 0.0
H -3.466 4.066 0.095 0.0 0.0 0.0